1.
# C41H50FeN4O5SSeSi

A molecular structure, C41H50FeN4O5SSeSi at a distorted geometry (ωB97M-V with the def2-TZVPD basis set, the OMol25 dataset).

Its gap between HOMO and LUMO (spin up / spin down) is 6.985 / 6.429 eV. The expectation value of S² is 8.764. The calculation puts the energy above the lowest of the compared OMol25 structures with the same formula, charge and spin at 120.68 kJ/mol. The value obtained for the energy is -6540.59681 Eh.

The geometry in ORCA input format:
```
! RIJCOSX wB97M-V def2-TZVPD def2/J DEFGRID3
* xyz -1 6
Fe -0.10 0.18 -0.72
C -1.84 1.92 -2.84
N -1.91 1.58 -1.41
C -1.85 2.82 -0.62
C -3.11 0.82 -1.12
C -4.35 1.21 -1.57
C -5.46 0.38 -1.43
C -5.27 -0.88 -0.89
C -4.04 -1.29 -0.42
C -2.94 -0.42 -0.45
N -1.67 -0.63 0.02
C -1.15 -1.75 0.66
C -1.95 -2.60 1.44
C -1.53 -3.81 1.93
C -0.23 -4.23 1.70
C 0.62 -3.36 1.06
C 0.23 -2.12 0.56
N 1.31 -1.26 0.03
C 2.16 -0.79 1.13
C 2.11 -1.92 -1.01
H -2.62 2.65 -3.11
H -0.87 2.35 -3.05
H -1.97 1.02 -3.43
H -2.64 3.52 -0.93
H -1.98 2.58 0.44
H -0.88 3.28 -0.76
H -4.46 2.16 -2.08
H -6.43 0.70 -1.78
H -6.11 -1.57 -0.85
H -3.91 -2.30 -0.07
H -2.95 -2.26 1.65
H -2.22 -4.43 2.49
H 0.13 -5.20 2.04
H 1.66 -3.63 0.93
H 2.79 -1.61 1.49
H 2.78 0.04 0.77
H 1.54 -0.42 1.95
H 2.80 -2.64 -0.57
H 1.45 -2.42 -1.72
H 2.68 -1.16 -1.54
C 4.40 3.21 -1.49
Si 2.68 3.40 -2.21
C 1.88 4.92 -1.48
C 2.83 3.61 -4.07
Se 1.52 1.56 -1.75
H 5.02 4.09 -1.69
H 4.89 2.33 -1.92
H 4.33 3.06 -0.41
H 2.50 5.81 -1.60
H 1.71 4.75 -0.41
H 0.91 5.11 -1.95
H 3.53 4.41 -4.32
H 1.85 3.85 -4.50
H 3.17 2.68 -4.52
C 2.25 -4.06 -7.63
C 1.42 -3.51 -6.50
C 1.37 -4.17 -5.27
C 0.57 -3.69 -4.24
C -0.19 -2.54 -4.44
C -0.14 -1.87 -5.65
C 0.66 -2.36 -6.67
S -1.15 -1.88 -3.09
O -2.30 -1.24 -3.69
O -1.40 -2.98 -2.19
O -0.19 -0.88 -2.53
H 2.88 -4.88 -7.30
H 2.89 -3.28 -8.06
H 1.61 -4.43 -8.43
H 1.95 -5.07 -5.12
H 0.50 -4.20 -3.29
H -0.73 -0.97 -5.78
H 0.70 -1.83 -7.62
C 0.33 -3.23 6.05
C -0.25 -1.96 5.49
C -1.62 -1.85 5.30
C -2.16 -0.70 4.74
C -1.35 0.37 4.41
C 0.02 0.29 4.64
N 0.87 1.39 4.41
C 0.31 2.66 4.06
C -0.03 3.57 5.05
C -0.60 4.79 4.72
C -0.83 5.09 3.38
C -0.45 4.19 2.40
C 0.13 2.97 2.73
C 0.74 2.11 1.64
O 1.89 2.42 1.33
O 0.00 1.18 1.17
C 0.59 -0.89 5.14
C 2.08 -0.96 5.31
H -0.48 -3.91 6.34
H 0.94 -3.04 6.94
H 0.95 -3.74 5.32
H -2.26 -2.67 5.58
H -3.23 -0.63 4.58
H -1.77 1.27 3.98
H 1.62 1.45 5.08
H 0.14 3.31 6.09
H -0.87 5.49 5.50
H -1.30 6.03 3.11
H -0.58 4.45 1.35
H 2.59 -0.49 4.46
H 2.43 -1.99 5.37
H 2.42 -0.45 6.22
*
```

2.
# C41H50N10S3SiY

A molecular structure, C41H50N10S3SiY at a distorted geometry (ωB97M-V with the def2-TZVPD basis set, the OMol25 dataset).

Its gap between HOMO and LUMO is 6.319 eV. The value obtained for the energy is -3662.46435 Eh.

The geometry in ORCA input format:
```
! RIJCOSX wB97M-V def2-TZVPD def2/J DEFGRID3
* xyz -1 1
Y 0.29 0.27 0.21
C 1.50 -3.82 -4.68
C 2.79 -3.21 -4.15
N 2.76 -3.03 -2.71
C 2.25 -1.93 -2.11
S 2.78 -1.60 -0.54
N 1.47 -1.17 -2.87
N 1.07 -0.01 -2.34
C 0.61 0.89 -3.17
C 0.41 0.59 -4.63
C 0.40 2.22 -2.67
C -0.09 3.24 -3.50
C -0.18 4.53 -3.02
C 0.22 4.79 -1.71
C 0.66 3.72 -0.95
N 0.74 2.48 -1.39
H 1.54 -3.93 -5.76
H 0.67 -3.16 -4.42
H 1.33 -4.80 -4.23
H 2.93 -2.23 -4.61
H 3.64 -3.85 -4.40
H 3.31 -3.63 -2.13
H 0.80 -0.40 -4.85
H 0.91 1.32 -5.26
H -0.66 0.61 -4.87
H -0.39 3.02 -4.51
H -0.55 5.33 -3.65
H 0.15 5.78 -1.30
H 0.94 3.87 0.09
S -2.45 0.42 1.71
C -2.62 2.14 1.80
C -3.93 2.62 1.72
N -5.03 2.98 1.63
C -1.57 3.03 1.91
S 0.08 2.56 2.09
C -1.81 4.40 1.81
N -1.96 5.54 1.67
C 0.44 -1.38 1.96
Si -0.26 -3.04 1.47
C -1.91 -2.78 0.50
N -1.85 -2.02 -0.75
C -3.18 -1.51 -1.11
C -4.04 -2.54 -1.84
C -3.42 -2.83 -3.21
C -1.92 -2.50 -3.19
C -1.34 -2.87 -1.83
C 0.99 -4.22 0.64
C 2.32 -4.18 1.05
C 3.26 -5.05 0.54
C 2.90 -5.98 -0.42
C 1.59 -6.05 -0.84
C 0.65 -5.19 -0.30
C -0.86 -4.13 2.94
C -0.13 -5.23 3.40
C -0.58 -6.00 4.46
C -1.77 -5.68 5.09
C -2.50 -4.59 4.66
C -2.04 -3.82 3.60
H 1.48 -1.48 2.30
H -0.14 -0.97 2.79
H -2.53 -2.20 1.18
H -2.43 -3.75 0.36
H -3.04 -0.64 -1.76
H -3.67 -1.16 -0.20
H -5.06 -2.17 -1.93
H -4.07 -3.45 -1.24
H -3.92 -2.22 -3.98
H -3.57 -3.88 -3.48
H -1.75 -1.44 -3.38
H -1.42 -3.07 -3.97
H -0.25 -2.79 -1.85
H -1.59 -3.93 -1.65
H 2.62 -3.46 1.79
H 4.28 -5.00 0.89
H 3.64 -6.66 -0.83
H 1.28 -6.77 -1.58
H -0.38 -5.28 -0.62
H 0.79 -5.49 2.91
H 0.00 -6.84 4.79
H -2.13 -6.28 5.92
H -3.43 -4.32 5.15
H -2.62 -2.97 3.28
C -3.88 2.87 -1.40
C -2.69 2.08 -1.26
N -1.75 1.43 -1.20
H -3.78 3.80 -0.85
H -4.71 2.32 -0.97
H -4.06 3.06 -2.46
N 2.62 1.19 1.17
C 3.06 1.45 2.21
N 3.59 1.67 3.38
C 2.81 1.44 4.58
C 2.22 2.74 5.11
C 3.32 3.77 5.32
C 4.06 4.00 4.00
C 4.64 2.67 3.51
H 3.49 1.00 5.33
H 2.02 0.72 4.36
H 1.70 2.54 6.05
H 1.49 3.12 4.39
H 4.03 3.42 6.07
H 2.90 4.72 5.67
H 4.87 4.73 4.12
H 3.36 4.38 3.25
H 5.36 2.29 4.25
H 5.14 2.78 2.55
*
```